No. 1
{"formula": "C4H6O2", "method": "ωB97M-V/def2-TZVPD", "charge": 0, "total_energy_ev": -8337.560, "smiles": "C1OCC12CO2", "homo_lumo_gap_ev": 10.91, "symbols": ["C", "O", "C", "C", "O", "C", "H", "H", "H", "H", "H", "H"], "coordinates": [[-0.32831, -1.47035, -0.70114], [0.38290, -1.51676, 0.53521], [-0.02165, -0.26093, 0.05448], [0.95056, 0.83852, -0.31932], [0.25095, 1.77033, 0.51885], [-0.72116, 0.78919, 0.91934], [-1.31214, -1.93478, -0.71360], [0.29357, -1.67952, -1.57506], [0.92016, 1.13957, -1.37419], [1.98405, 0.65346, -0.00614], [-0.65680, 0.56969, 1.99265], [-1.74213, 1.10158, 0.66893]], "forces_ev_per_a": [[-0.19, -0.02, -0.22], [0.18, -0.09, 0.18], [0.01, 0.17, -0.09], [0.28, -0.12, -0.20], [0.02, 0.16, 0.04], [-0.27, -0.19, 0.12], [0.08, 0.15, 0.14], [-0.19, 0.04, 0.11], [0.05, -0.02, 0.15], [-0.09, 0.11, 0.02], [-0.02, -0.03, -0.17], [0.16, -0.16, -0.08]]}

=====

No. 2
{"formula": "C5H27NO7", "method": "ωB97M-V/def2-TZVPD", "charge": 0, "total_energy_ev": -21443.407, "smiles": "CCN(C)CC.O.O.O.O.O.O.O", "homo_lumo_gap_ev": 8.23, "symbols": ["C", "C", "N", "C", "C", "C", "H", "H", "H", "H", "H", "H", "H", "H", "H", "H", "H", "H", "H", "H", "H", "O", "H", "H", "O", "H", "H", "O", "H", "H", "O", "H", "H", "O", "H", "H", "O", "H", "H", "O"], "coordinates": [[0.94235, 0.05014, -0.86423], [-0.35400, 0.85245, -0.65237], [-1.09840, 0.25186, 0.53532], [-1.81046, 1.26656, 1.34371], [-1.26449, 1.17150, 2.79408], [-1.85854, -0.93498, 0.17995], [0.58850, -0.95846, -1.08329], [1.63235, 0.66873, -1.43463], [1.39183, -0.03071, 0.13407], [-0.93361, 0.68027, -1.56701], [-0.38453, 1.91424, -0.45746], [-2.88446, 1.05190, 1.33133], [-1.46222, 2.23911, 1.00382], [-0.53666, 1.94626, 3.06017], [-0.63754, 0.28699, 2.92702], [-2.06413, 1.12826, 3.54173], [-1.66862, -1.70034, 0.94011], [-1.63843, -1.35875, -0.80070], [-2.94634, -0.90682, 0.33329], [-2.98862, 0.01310, -3.11779], [-3.91359, 0.87177, -1.94269], [-3.55994, 0.65893, -2.78697], [0.40808, -4.45955, -1.15782], [-0.84113, -3.59967, -1.48007], [-0.17889, -3.78826, -0.81360], [3.39534, 1.37430, 1.16299], [4.16164, 2.22089, 0.08666], [3.49911, 1.53676, 0.21340], [1.00784, -3.12059, -3.32790], [0.93189, -1.59410, -2.93004], [0.45992, -2.42972, -2.95844], [1.37838, -2.26814, 0.84568], [0.55841, -2.67844, 2.09524], [1.36768, -2.24625, 1.80883], [2.35009, 3.39429, -1.88558], [1.95154, 3.64078, -0.46409], [1.86277, 4.00340, -1.34086], [1.79815, 0.59840, 2.92581], [1.46620, -0.31225, 1.84022], [1.87250, 0.56614, 1.96214]], "forces_ev_per_a": [[-0.70, 1.31, 2.20], [-1.40, -1.78, 0.72], [0.08, 1.04, -1.90], [1.73, -1.34, 0.81], [-0.01, -0.26, 0.61], [-0.25, -0.73, 1.51], [0.66, 0.11, -0.89], [0.14, -0.90, -0.74], [0.05, 0.12, -0.92], [-0.34, 0.35, -0.03], [1.06, 0.24, -0.25], [0.02, 0.61, -0.16], [-0.94, 0.17, -0.33], [-0.51, 0.37, -0.19], [-0.47, -0.33, -0.24], [0.17, 0.22, -0.01], [0.53, -0.44, -0.25], [0.13, 0.25, 0.05], [-0.21, 0.90, -0.60], [1.11, -1.69, 0.87], [0.60, -1.06, 1.07], [-1.70, 2.73, -1.95], [-0.03, -0.13, -0.26], [0.21, 0.02, -0.27], [-0.20, -0.15, 1.19], [-0.19, -0.04, -0.27], [0.13, -0.05, 0.20], [0.28, 0.36, -0.39], [0.42, 0.23, -0.19], [0.35, -0.15, -0.16], [-0.68, 0.17, -0.34], [-0.31, -0.26, -0.07], [-0.09, -0.06, -0.29], [0.25, 0.24, 0.22], [0.25, -0.37, -0.35], [0.04, -0.31, 0.53], [-0.28, 0.56, -0.14], [0.22, 0.45, 0.00], [0.17, -0.07, -0.26], [-0.29, -0.33, 1.44]]}

=====

No. 3
{"formula": "C31H40GeN6O8STi", "method": "ωB97M-V/def2-TZVPD", "charge": 0, "total_energy_ev": -148581.120, "homo_lumo_gap_ev": 5.64, "symbols": ["Ti", "C", "C", "C", "C", "C", "H", "H", "H", "H", "H", "C", "C", "C", "C", "Ge", "C", "C", "C", "C", "H", "H", "H", "H", "H", "H", "H", "H", "H", "H", "H", "H", "H", "H", "H", "H", "H", "H", "H", "O", "S", "O", "O", "C", "N", "C", "C", "C", "N", "C", "C", "C", "N", "C", "C", "H", "H", "H", "H", "H", "H", "O", "C", "O", "C", "C", "C", "C", "C", "C", "N", "O", "O", "H", "H", "H", "H", "C", "N", "C", "N", "O", "H", "H", "H", "H", "H", "H"], "coordinates": [[-0.76680, -0.66185, 0.81212], [-0.20545, -2.31817, 2.27148], [-0.15972, -1.14231, 3.07148], [-1.48249, -0.69303, 3.25135], [-2.33968, -1.54708, 2.54475], [-1.55922, -2.55600, 1.94133], [0.61136, -3.00958, 2.09672], [0.69628, -0.77089, 3.62156], [-1.78461, 0.15817, 3.84794], [-3.42097, -1.50126, 2.55291], [-1.94019, -3.43829, 1.44127], [3.42615, 4.20945, 2.67690], [2.68054, 4.06373, 1.35369], [1.19803, 3.74108, 1.52500], [0.95705, 2.36858, 2.14312], [1.32762, 0.81296, 0.87886], [3.25196, 0.20947, 1.29124], [3.47323, -0.79085, 2.42250], [3.78254, -0.11622, 3.75868], [5.18321, 0.48243, 3.79265], [4.46229, 4.49029, 2.49473], [3.42540, 3.27474, 3.23276], [2.96564, 4.97847, 3.29590], [3.14231, 3.27143, 0.75746], [2.77236, 4.99880, 0.79771], [0.72035, 3.77305, 0.54053], [0.73133, 4.51398, 2.14394], [-0.08080, 2.30663, 2.47911], [1.57302, 2.24652, 3.03321], [1.73140, 1.55878, -0.42690], [3.79878, 1.12651, 1.49758], [3.66471, -0.17764, 0.35818], [4.30458, -1.45651, 2.17548], [2.58530, -1.42118, 2.53996], [3.69608, -0.85235, 4.56137], [3.04316, 0.66562, 3.94100], [5.92852, -0.29782, 3.66142], [5.36913, 0.97150, 4.74501], [5.32114, 1.21400, 3.00064], [-1.20512, -4.14991, -6.53641], [-0.25429, -5.14436, -6.97125], [0.25933, -4.97924, -8.30548], [-0.49136, -6.49652, -6.51049], [1.23800, -4.81181, -5.87429], [2.42683, -5.16817, -6.26722], [3.39708, -4.90959, -5.37872], [3.14808, -4.31383, -4.15873], [1.80977, -4.01138, -3.83792], [0.86184, -4.29937, -4.76000], [1.30739, -3.39856, -2.64508], [-0.09114, -3.33465, -2.46455], [-0.62418, -2.64737, -1.41303], [0.11626, -1.95261, -0.50687], [1.45839, -2.12813, -0.61357], [2.07900, -2.81680, -1.62230], [4.39306, -5.20792, -5.67622], [3.95303, -4.11782, -3.46809], [-0.72219, -3.83351, -3.18227], [-1.69705, -2.64145, -1.26781], [2.05609, -1.69676, 0.17658], [3.15421, -2.88983, -1.62928], [-0.89646, 1.40600, -0.81648], [-1.61124, 1.68657, 0.15965], [-1.58213, 0.97352, 1.21136], [-2.60263, 2.79454, 0.14945], [-2.62526, 3.77635, -0.84282], [-3.63042, 4.73187, -0.84642], [-4.62014, 4.71425, 0.11889], [-4.59669, 3.72522, 1.10243], [-3.59087, 2.76996, 1.12640], [-5.64193, 3.67219, 2.08547], [-5.68842, 2.68607, 2.80421], [-6.42928, 4.60078, 2.13110], [-1.84948, 3.78260, -1.59316], [-3.64866, 5.49007, -1.61467], [-5.40841, 5.45175, 0.13110], [-3.58335, 2.00545, 1.89344], [-5.10338, -0.20757, -0.59716], [-4.16492, -0.02238, -1.68377], [-2.86276, -0.32391, -1.54480], [-2.07646, -0.23871, -2.64022], [-2.43637, -0.75996, -0.45542], [-6.11008, -0.25308, -1.00190], [-5.02891, 0.60694, 0.12730], [-4.87930, -1.14449, -0.08802], [-4.50118, 0.40118, -2.53280], [-2.41272, 0.15270, -3.50305], [-1.07512, -0.21345, -2.49171]], "forces_ev_per_a": [[-1.30, -1.01, 0.98], [0.01, -0.34, 0.50], [0.41, -0.18, 0.22], [0.06, -0.01, -0.13], [0.02, -0.19, 0.14], [0.09, -0.34, 0.34], [-0.08, 0.31, -0.19], [-0.02, 0.06, -0.32], [0.08, 0.03, -0.28], [0.12, 0.16, -0.28], [0.08, 0.26, -0.21], [-0.03, -0.04, -0.27], [-0.10, 0.08, 0.10], [0.19, -0.11, -0.17], [-0.28, -0.50, -0.16], [2.00, 1.17, 0.96], [-0.80, -0.24, -0.10], [-0.08, 0.01, 0.10], [0.09, -0.18, -0.10], [-0.20, -0.03, 0.06], [0.07, 0.02, 0.08], [0.06, -0.07, 0.14], [-0.01, 0.04, 0.08], [0.05, 0.10, -0.09], [0.06, -0.04, -0.11], [-0.06, 0.12, 0.01], [-0.02, 0.05, -0.01], [0.08, -0.10, 0.02], [0.04, -0.10, 0.08], [-0.37, -0.23, -0.15], [-0.01, 0.21, -0.06], [-0.06, 0.06, -0.12], [0.02, -0.10, 0.04], [0.09, -0.14, 0.00], [-0.07, 0.05, 0.06], [-0.11, 0.06, 0.11], [0.13, -0.09, -0.02], [0.08, 0.10, 0.08], [0.07, 0.12, -0.05], [-0.55, 0.20, -0.01], [1.94, 0.11, 0.90], [-0.21, -0.11, -0.49], [-0.58, -0.42, -0.24], [-2.81, -0.58, -2.74], [2.14, -0.03, 0.47], [-0.52, -0.35, -0.77], [-0.64, 0.49, 1.08], [0.84, -1.38, -2.70], [0.57, 1.38, 3.27], [-0.88, 0.99, 1.74], [0.71, -0.26, -0.17], [-0.16, 0.14, 0.34], [1.08, -1.28, -1.74], [-0.20, 0.29, 0.45], [-0.31, -0.45, -0.71], [0.15, 0.06, 0.09], [0.15, 0.03, 0.06], [-0.12, 0.00, -0.11], [0.20, 0.08, -0.05], [-0.01, 0.11, -0.06], [0.12, 0.07, 0.03], [-0.24, 0.19, 0.62], [0.25, 0.99, -1.37], [-0.76, 1.21, 1.18], [-0.27, 0.17, -0.05], [0.04, -0.24, 0.23], [0.15, -0.07, -0.09], [-0.18, -0.18, 0.45], [1.10, 0.17, -1.19], [-0.22, 0.09, 0.18], [-0.97, -0.08, 0.82], [0.01, 0.26, -0.13], [0.24, -0.24, 0.00], [0.07, -0.02, -0.10], [0.01, 0.06, -0.02], [-0.03, 0.00, -0.01], [-0.02, 0.11, -0.08], [0.06, -0.05, 0.28], [0.12, 0.06, 0.04], [-0.23, 0.01, -1.38], [0.12, -0.08, 0.27], [-0.03, -0.38, 0.48], [-0.01, 0.02, 0.01], [-0.11, -0.04, 0.00], [-0.09, 0.05, -0.02], [0.17, -0.10, -0.01], [-0.05, -0.04, 0.01], [-0.32, 0.06, -0.05]]}

=====

Question: Look up the charge of the first one.
Answer: 0